DFT (ωB97M-V/def2-TZVPD) results for 10 unconnected molecules or ions with the total composition C30H90O40P10 in a non-equilibrium geometry.

```
170
Properties=species:S:1:pos:R:3:forces:R:3
C 5.9230 -16.7063 8.4947 -1.36 -1.41 1.42
O 5.6004 -15.5114 7.8757 0.29 2.53 -1.68
P 5.7521 -14.1648 8.7596 0.33 -0.48 0.05
O 5.1277 -14.3020 10.1065 1.12 0.61 -1.63
O 7.4024 -13.9845 8.7694 -2.37 0.26 -0.06
C 8.1914 -14.0021 7.5831 1.18 -0.08 -0.43
O 5.1066 -13.0213 7.7911 2.69 -2.98 1.09
C 3.9066 -12.3789 8.1374 -0.20 0.46 -0.01
H 5.7139 -17.5945 7.8985 0.35 0.44 -0.80
H 5.1041 -16.7445 9.2131 0.73 -0.75 1.13
H 6.9323 -16.7598 8.9029 -0.11 0.16 0.14
H 8.7072 -13.0540 7.4312 -0.57 0.39 0.07
H 7.7210 -14.3135 6.6505 -0.61 0.15 0.29
H 9.0384 -14.6771 7.7061 -0.22 -0.41 0.45
H 3.4926 -12.6557 9.1069 0.36 -0.04 0.10
H 3.1975 -12.6962 7.3727 -0.21 0.76 -0.04
H 4.2868 -11.3575 8.1294 -1.37 0.43 -0.07
C 4.1391 1.0048 9.9587 -1.47 0.23 -1.31
O 3.8813 1.2099 11.3156 0.91 -1.34 3.51
P 4.0645 -0.1599 12.2360 0.40 -0.53 -0.59
O 3.4729 -1.3858 11.5577 1.59 2.69 1.83
O 3.5083 0.2210 13.7229 1.71 0.26 -2.08
C 2.1950 -0.1759 13.9773 -1.41 -0.08 0.04
O 5.6751 -0.1849 12.5748 -2.35 0.02 -1.47
C 6.2894 1.0159 13.0385 0.82 0.18 1.23
H 3.2558 0.4232 9.6947 0.43 -0.19 -1.23
H 5.0689 0.5213 9.6591 0.08 -0.13 0.50
H 4.0878 1.9978 9.5123 0.06 -0.14 -0.19
H 2.1883 -1.2605 14.0852 -0.45 0.09 0.11
H 1.5521 0.1515 13.1602 -0.21 -0.33 -0.09
H 1.8204 0.3462 14.8577 0.33 -0.23 0.18
H 7.0420 1.4512 12.3811 -0.04 -0.62 -0.50
H 6.7807 0.6578 13.9433 0.21 0.55 0.10
H 5.6534 1.8630 13.2954 -0.60 -0.45 -0.03
C 2.7601 -2.4281 18.9971 -1.87 -0.20 -0.53
O 3.9783 -2.4031 18.2743 0.63 -0.64 0.25
P 4.9283 -3.7171 18.0937 1.59 0.43 0.55
O 6.3537 -3.3456 17.8093 -2.43 -0.48 0.35
O 4.1673 -4.5587 16.9433 0.80 0.28 0.55
C 4.4263 -4.2441 15.5568 -1.15 0.93 -0.94
O 4.7288 -4.6083 19.4601 -1.57 1.55 -3.11
C 5.6549 -4.7226 20.4840 1.57 -0.15 0.96
H 1.9363 -1.9020 18.5147 0.61 0.90 -0.90
H 2.7513 -1.9399 19.9716 0.81 -0.61 0.22
H 2.2469 -3.3880 18.9395 0.74 -0.60 0.86
H 3.4768 -4.1806 15.0252 -0.48 -0.92 0.32
H 5.0564 -4.9356 14.9974 0.20 -0.11 0.75
H 4.6902 -3.2114 15.3288 1.04 0.09 0.86
H 6.4971 -4.0307 20.4899 0.04 0.20 -0.87
H 6.0647 -5.7276 20.3825 0.02 -0.01 0.68
H 5.2085 -4.4891 21.4506 -0.51 -0.63 -0.06
C 4.8161 -8.3439 3.7688 -0.74 -0.49 3.77
O 5.5385 -7.8099 2.7928 1.48 2.69 -4.90
P 5.1339 -6.6574 1.7505 1.83 -0.44 -1.48
O 4.0931 -6.9914 0.7529 0.72 0.77 1.29
O 4.9087 -5.2760 2.5445 -1.08 -1.75 -0.93
C 5.5420 -4.8794 3.7297 0.90 1.04 0.17
O 6.6603 -6.5234 1.1306 -2.11 0.18 1.18
C 7.0879 -5.5788 0.1250 0.31 -1.35 0.09
H 5.5491 -8.1619 4.5547 -0.65 -1.08 1.30
H 4.5923 -9.4024 3.6360 -0.04 0.10 -0.11
H 3.9379 -7.7753 4.0745 -0.36 -0.09 -0.34
H 6.1848 -4.0577 3.4139 0.14 0.20 0.40
H 6.1920 -5.6105 4.2106 -0.29 -0.37 -0.14
H 4.7980 -4.4906 4.4250 0.00 -0.22 -0.01
H 7.5909 -6.2809 -0.5399 0.32 0.69 -0.45
H 7.8061 -4.9099 0.5993 -0.16 0.16 -0.21
H 6.3131 -5.0611 -0.4405 -0.22 -0.03 0.42
C 6.9004 -4.6307 9.5605 -0.76 0.80 -0.45
O 7.7729 -5.5266 8.8700 0.24 -1.96 -0.04
P 7.4703 -7.1336 9.0247 1.24 -0.67 2.07
O 6.2125 -7.6852 8.4833 0.98 0.72 0.05
O 7.5666 -7.3024 10.7054 -0.09 -0.10 -1.47
C 7.3341 -8.5794 11.4122 0.74 -0.82 -2.23
O 8.8499 -7.8967 8.4641 -1.03 1.93 0.98
C 9.4447 -7.5791 7.1908 -1.31 -1.07 -1.63
H 6.6906 -3.7255 8.9906 0.28 -0.26 -0.89
H 7.3624 -4.1704 10.4339 -0.11 -1.01 0.52
H 5.9250 -5.1106 9.6414 0.08 0.12 0.87
H 7.0269 -9.3052 10.6592 -0.60 0.01 -0.02
H 6.6123 -8.6238 12.2278 0.12 0.99 -0.15
H 8.2922 -9.0210 11.6861 0.15 0.64 0.55
H 9.3416 -8.4750 6.5786 -0.04 -0.39 0.14
H 10.5066 -7.3614 7.0766 -0.05 0.51 1.29
H 8.8372 -6.8873 6.6073 0.18 0.56 0.40
C 13.8516 -13.4496 9.2295 1.29 -1.40 -0.25
O 12.9674 -14.6255 9.1976 0.06 0.18 1.00
P 12.8766 -15.5666 10.5092 0.34 -0.45 0.60
O 11.5788 -16.3093 10.6829 2.66 1.41 -0.42
O 14.2922 -16.4927 10.3760 -2.96 2.77 -1.96
C 14.8040 -17.1399 11.4885 -0.34 0.14 1.26
O 13.2383 -14.5086 11.7736 1.01 -3.15 -4.00
C 12.1954 -13.8753 12.4115 0.29 1.16 2.10
H 14.5530 -13.5819 10.0533 -0.47 0.59 0.40
H 13.3564 -12.4797 9.1831 -0.39 -0.44 0.32
H 14.5488 -13.5338 8.3959 -0.51 -0.03 -0.51
H 14.1451 -16.8063 12.2902 0.59 -0.67 0.85
H 15.8193 -16.7734 11.6398 0.02 -0.25 0.21
H 14.7691 -18.2213 11.3560 0.04 0.06 0.07
H 12.8357 -13.3360 13.1095 -0.89 0.14 1.10
H 11.5617 -14.6292 12.8786 -0.39 0.53 0.03
H 11.6951 -13.0450 11.9132 -0.36 -0.59 -0.81
C 11.8747 -9.7043 17.2698 -0.06 0.21 -0.46
O 11.3250 -8.6549 16.4130 -0.63 1.33 0.63
P 10.5398 -7.2846 16.8752 1.08 -0.19 -0.61
O 9.1326 -7.3518 17.3137 0.80 -0.19 -0.56
O 11.5335 -6.7333 18.0348 -0.56 -0.35 -2.50
C 11.3356 -5.3338 18.3202 -0.02 -1.03 2.93
O 10.7885 -6.2710 15.5956 1.26 -1.81 1.30
C 9.8121 -5.5135 14.9230 -1.36 0.38 0.68
H 12.1524 -9.3685 18.2688 -0.51 0.16 -0.01
H 12.7985 -10.0828 16.8323 0.00 0.43 -0.40
H 11.1969 -10.5577 17.2516 -0.25 0.29 0.39
H 11.2089 -5.4670 19.3946 -0.12 0.88 0.39
H 10.3667 -4.9333 18.0220 0.46 0.21 -0.79
H 12.2717 -4.7802 18.2476 -0.39 0.15 -0.96
H 8.8675 -5.7600 15.4077 -0.36 0.19 -0.43
H 9.7590 -5.6574 13.8439 0.31 -0.66 0.11
H 9.9785 -4.4449 15.0593 0.29 0.00 0.28
C 12.3156 -4.0800 1.8958 1.68 -0.50 0.74
O 11.6563 -3.1702 2.7732 -0.25 0.99 2.18
P 12.3734 -2.7348 4.2176 -0.01 -0.20 -0.58
O 12.7733 -3.8680 5.0545 -0.34 0.11 -0.39
O 13.6719 -1.8570 3.8422 -1.11 -2.31 1.49
C 13.7054 -0.6002 3.3229 -0.10 2.33 -1.79
O 11.3636 -1.6887 4.9446 1.71 -0.02 -1.32
C 10.1420 -2.0800 5.5143 -1.60 -0.91 -0.85
H 11.7640 -4.9422 1.5209 -1.16 0.95 -0.43
H 13.0400 -4.6810 2.4456 0.61 0.47 0.33
H 12.8440 -3.4604 1.1712 -0.24 -0.53 -0.40
H 12.7115 -0.1874 3.1504 -0.06 0.06 0.03
H 14.2267 -0.6188 2.3658 -0.13 -0.17 -0.26
H 14.2801 0.1353 3.8859 -0.09 -0.37 0.71
H 9.3143 -1.7384 4.8927 0.09 0.34 -0.29
H 9.9145 -1.6675 6.4973 0.87 -0.16 0.12
H 10.0451 -3.1636 5.4480 0.09 -0.11 0.73
C 15.6038 -3.7219 11.0308 0.49 -1.66 0.26
O 16.2102 -4.9167 10.3978 -1.30 -1.84 1.10
P 16.0036 -6.3922 11.1814 -1.57 1.00 -3.45
O 16.8358 -6.5357 12.3526 -0.18 -0.24 1.13
O 14.3577 -6.6362 11.3550 1.79 0.82 -0.43
C 13.4352 -6.4661 10.2285 -0.10 0.03 0.82
O 16.3620 -7.4228 9.9651 -0.13 -0.12 0.94
C 16.8096 -8.7600 10.3634 1.01 0.26 0.17
H 14.8637 -4.0257 11.7711 -0.18 -0.04 -0.06
H 15.1026 -3.1518 10.2486 0.49 0.18 0.13
H 16.4191 -3.2682 11.5943 -0.21 0.59 -0.44
H 13.6095 -5.5509 9.6626 0.47 -0.23 -0.14
H 12.4431 -6.3425 10.6627 0.11 -0.10 0.28
H 13.3893 -7.3639 9.6122 0.44 0.16 -0.10
H 16.5277 -9.0282 11.3816 -0.39 0.12 -0.15
H 17.8985 -8.8079 10.3501 0.14 0.53 0.12
H 16.5651 -9.5522 9.6558 -0.90 0.53 -0.18
C 11.3800 -9.2173 -0.2280 -1.16 -2.52 1.11
O 12.4983 -8.9363 -1.0249 0.08 1.10 -3.40
P 12.1802 -8.4030 -2.5559 -0.35 0.52 0.08
O 11.6534 -7.0210 -2.4935 0.69 -0.69 -0.60
O 11.0625 -9.4269 -3.2088 1.27 1.00 0.61
C 10.4665 -9.1817 -4.5237 1.36 -0.34 -0.21
O 13.5931 -8.6318 -3.3870 -1.36 -0.88 1.12
C 14.1321 -7.5141 -4.1337 -0.74 0.70 1.18
H 11.7130 -10.1777 0.1655 -0.55 0.01 0.83
H 10.4347 -9.4643 -0.7112 0.27 0.19 -0.94
H 11.0237 -8.5762 0.5783 1.15 0.80 -0.11
H 10.7605 -8.2631 -5.0314 -0.16 0.61 0.82
H 9.3807 -9.2685 -4.4837 0.29 -0.12 0.20
H 10.9582 -9.9014 -5.1782 -0.63 -0.54 0.03
H 13.3175 -7.2358 -4.8023 0.59 0.69 -0.15
H 15.0902 -7.6470 -4.6362 -0.35 -1.19 -0.09
H 14.3777 -6.7911 -3.3559 -0.43 0.68 -0.45
```
Forces are in eV/Å.

- charge = 0
- ΔE to the lowest compared entry with this formula, charge and spin (eV) = 11.612
- highest occupied orbital energy (eV) = -10.4
- gap between HOMO and LUMO (eV) = 10.4
- molecular weight (u) = 1400.8
- E (eV) = -207371.0913
- structure (SMILES) = COP(=O)(OC)OC.COP(=O)(OC)OC.COP(=O)(OC)OC.COP(=O)(OC)OC.COP(=O)(OC)OC.COP(=O)(OC)OC.COP(=O)(OC)OC.COP(=O)(OC)OC.COP(=O)(OC)OC.COP(=O)(OC)OC